A 12-piece molecular cluster, C4H34N2O11S overall. Source: the OMol25 dataset; level of theory: ωB97M-V/def2-TZVPD.

Results
expectation value of S²: 0.7507
highest occupied orbital energy (spin up / spin down): 0.54 / -6.07 eV
gap between HOMO and LUMO (spin up / spin down): 2.01 / 8.54 eV
charge: -1
2S+1: 2

Atoms and positions in Å:
1 N -1.22 -0.68 0.46
2 C -0.31 0.45 0.66
3 C 0.46 0.37 1.98
4 S -0.60 0.69 3.42
5 C 0.71 0.53 -0.49
6 N 0.17 0.81 -1.83
7 C -0.11 -0.38 -2.63
8 H -2.00 -0.65 1.10
9 H -0.77 -1.58 0.51
10 H -0.93 1.35 0.63
11 H 0.90 -0.61 2.11
12 H 1.31 1.05 1.98
13 H -0.32 2.00 3.56
14 H 1.25 -0.42 -0.52
15 H 1.43 1.30 -0.22
16 H -0.70 1.33 -1.72
17 H 0.81 -0.90 -2.87
18 H -0.55 -0.07 -3.58
19 H -0.77 -1.10 -2.15
20 H 4.37 -0.40 1.65
21 H 3.51 -0.84 0.43
22 O 3.44 -0.55 1.38
23 H -0.90 3.49 -1.19
24 H 0.42 3.18 -1.90
25 O -0.08 3.91 -1.51
26 H 1.12 -3.33 -0.37
27 H 1.59 -3.91 -1.72
28 O 1.41 -3.08 -1.27
29 H -0.04 -4.07 1.79
30 H 1.32 -3.30 1.89
31 O 0.69 -3.73 1.26
32 H -2.90 1.72 -1.14
33 H -3.08 3.22 -1.60
34 O -2.58 2.67 -0.99
35 H 2.03 0.92 -2.67
36 H 3.46 1.44 -2.84
37 O 2.94 0.64 -2.92
38 H -4.06 0.97 1.55
39 H -5.06 -0.20 1.61
40 O -4.16 0.00 1.33
41 H 2.84 -1.83 2.41
42 H 2.11 -2.04 3.76
43 O 2.44 -2.52 2.99
44 H -3.01 2.90 2.22
45 H -3.28 2.79 0.69
46 O -3.69 2.64 1.57
47 H -3.76 0.07 -0.39
48 H -2.48 -0.29 -1.06
49 O -3.31 0.19 -1.27
50 H 3.47 -0.71 -1.79
51 H 2.86 -2.05 -1.22
52 O 3.61 -1.42 -1.12

A 13-piece molecular cluster, C4H34N2O13 overall in a non-equilibrium geometry. Source: the OMol25 dataset; level of theory: ωB97M-V/def2-TZVPD.

Results
highest occupied orbital energy: -9.86 eV
gap between HOMO and LUMO: 9.92 eV
relative energy (zero: lowest compared OMol25 entry of this formula, charge and spin): 0.00 kJ/mol

Atoms and positions in Å:
1 O 3.04 0.12 1.64
2 C 2.16 0.40 0.83
3 N 0.99 -0.29 0.75
4 C -0.13 0.18 -0.05
5 C -1.07 -0.93 -0.49
6 C -1.88 -1.59 0.62
7 N -2.56 -0.59 1.47
8 H 2.30 1.22 0.11
9 H 0.87 -1.09 1.35
10 H -0.70 0.93 0.50
11 H 0.26 0.67 -0.93
12 H -0.54 -1.72 -1.03
13 H -1.78 -0.53 -1.21
14 H -1.21 -2.23 1.21
15 H -2.66 -2.23 0.19
16 H -3.36 -1.00 1.93
17 H -1.93 -0.19 2.15
18 H -0.37 2.25 2.32
19 H -0.61 3.80 2.38
20 O -0.54 3.06 1.77
21 H 0.84 4.51 -0.60
22 H 0.29 3.33 0.24
23 O 0.65 3.56 -0.66
24 H 0.77 -2.43 -3.03
25 H -0.69 -2.87 -3.33
26 O 0.17 -3.21 -3.10
27 H -3.00 0.92 0.31
28 H -2.57 2.39 0.51
29 O -2.99 1.80 -0.15
30 H 1.06 -3.71 -1.18
31 H 1.79 -2.37 -0.88
32 O 1.58 -3.25 -0.50
33 H -1.92 2.05 -1.51
34 H -0.74 3.01 -1.81
35 O -1.32 2.34 -2.24
36 H 1.44 -1.78 3.27
37 H 2.38 -0.62 3.06
38 O 1.64 -0.89 3.64
39 H 1.46 2.11 -2.42
40 H 0.16 1.54 -2.92
41 O 1.14 1.41 -2.98
42 H -2.61 1.26 -3.47
43 H -3.48 0.88 -2.30
44 O -3.19 0.55 -3.16
45 H 0.73 -3.98 2.46
46 H 1.34 -3.24 1.21
47 O 1.16 -3.16 2.18
48 H 2.78 -1.21 -2.90
49 H 1.57 -0.24 -2.58
50 O 1.92 -1.16 -2.44
51 H -0.36 1.09 4.36
52 H 0.45 0.22 3.36
53 O -0.28 0.92 3.41

A 12-piece molecular cluster, C4H34N3O11 overall in a non-equilibrium geometry. Source: the OMol25 dataset; level of theory: ωB97M-V/def2-TZVPD.

Results
highest occupied orbital energy: -11.50 eV
gap between HOMO and LUMO: 9.08 eV
charge: +1
relative energy (zero: lowest compared OMol25 entry of this formula, charge and spin): 312.87 kJ/mol

Atoms and positions in Å:
1 C 1.03 -2.81 1.38
2 C 1.42 -1.69 2.22
3 C 0.89 -0.20 1.78
4 N -0.94 -0.17 -0.67
5 C 0.37 -0.07 -0.65
6 N 1.21 0.17 0.35
7 N -0.46 -2.83 1.10
8 H 1.28 -3.92 1.67
9 H 1.61 -2.81 0.39
10 H 1.06 -1.61 3.26
11 H 2.60 -1.78 2.11
12 H -0.11 0.11 2.12
13 H 1.39 0.48 2.47
14 H -1.45 -0.37 -1.65
15 H -1.49 -0.11 0.14
16 H 0.78 -0.08 -1.62
17 H 2.25 0.48 0.36
18 H -1.12 -2.72 1.91
19 H -0.71 -2.41 0.28
20 H 0.44 2.96 -2.19
21 H 1.73 3.85 -1.95
22 O 1.41 2.93 -1.91
23 H -3.07 -3.68 -1.65
24 H -2.32 -4.72 -0.92
25 O -2.36 -4.31 -1.74
26 H -1.50 4.37 0.83
27 H -0.87 3.05 0.68
28 O -1.50 3.57 0.30
29 H -1.57 -1.91 -3.74
30 H -1.27 -3.06 -2.77
31 O -0.89 -2.11 -3.07
32 H -2.02 2.99 -1.99
33 H -2.51 1.52 -2.57
34 O -2.47 2.51 -2.77
35 H -4.88 -0.10 -0.77
36 H -3.70 0.59 0.03
37 O -3.91 -0.05 -0.69
38 H 4.80 0.08 0.89
39 H 4.43 -1.13 -0.01
40 O 4.14 -0.52 0.74
41 H 1.55 3.44 1.16
42 H 1.36 2.66 -0.17
43 O 1.02 2.77 0.65
44 H -3.39 2.69 0.76
45 H -4.12 2.01 1.90
46 O -3.70 1.81 1.05
47 H 3.66 4.11 2.40
48 H 3.44 2.77 3.00
49 O 3.46 3.24 2.19
50 H 1.22 -3.08 -2.10
51 H 1.85 -3.89 -1.10
52 O 1.97 -3.03 -1.43

A 14-piece molecular cluster, C4H34NO15 overall in a non-equilibrium geometry. Source: the OMol25 dataset; level of theory: ωB97M-V/def2-TZVPD.

Results
highest occupied orbital energy: -6.27 eV
gap between HOMO and LUMO: 8.71 eV
charge: -1
relative energy (zero: lowest compared OMol25 entry of this formula, charge and spin): 282.07 kJ/mol

Atoms and positions in Å:
1 C -1.19 0.25 1.15
2 N -0.03 0.37 0.60
3 C -0.08 2.85 0.04
4 C 0.19 1.39 -0.45
5 C 1.66 1.17 -0.80
6 O 2.64 1.59 0.21
7 O -2.33 0.81 0.88
8 H -1.26 -0.51 1.94
9 H 2.16 1.77 1.03
10 H 0.60 3.04 0.86
11 H -1.12 2.87 0.35
12 H 0.03 3.48 -0.85
13 H -0.53 1.13 -1.22
14 H 2.14 1.57 -1.69
15 H 1.75 0.08 -0.80
16 H 0.94 -2.50 -1.51
17 H 0.50 -1.74 -2.90
18 O 0.68 -2.58 -2.46
19 H -2.39 1.97 2.01
20 H -3.00 2.82 3.20
21 O -2.18 2.56 2.80
22 H -4.29 -0.22 -1.29
23 H -3.26 0.71 -0.63
24 O -3.91 0.64 -1.38
25 H -0.43 2.26 2.88
26 H 0.82 2.38 3.81
27 O 0.49 1.93 3.02
28 H -3.40 0.32 -4.08
29 H -3.25 0.48 -2.53
30 O -2.83 0.65 -3.38
31 H 3.28 0.08 1.00
32 H 2.68 -0.69 2.24
33 O 3.34 -0.75 1.51
34 H 2.44 -1.94 0.48
35 H 0.94 -1.66 0.37
36 O 1.61 -2.33 0.12
37 H -1.22 -1.75 -1.84
38 H -1.46 -0.77 -0.64
39 O -1.80 -1.56 -1.09
40 H 0.91 -4.58 -0.52
41 H 0.52 -4.66 -1.97
42 O 0.62 -5.22 -1.18
43 H 4.30 3.17 1.93
44 H 3.54 3.47 0.66
45 O 4.25 3.83 1.22
46 H -1.26 -0.18 -3.48
47 H 0.09 0.52 -3.96
48 O -0.28 -0.22 -3.48
49 H 0.91 -0.91 4.01
50 H 0.97 0.33 2.99
51 O 1.43 -0.50 3.29
52 H -0.98 -5.22 -0.51
53 H -2.18 -4.55 0.09
54 O -1.81 -5.44 -0.03

A 14-piece molecular cluster, C4H35NO15 overall in a non-equilibrium geometry. Source: the OMol25 dataset; level of theory: ωB97M-V/def2-TZVPD.

Results
highest occupied orbital energy: -10.09 eV
gap between HOMO and LUMO: 10.16 eV
relative energy (zero: lowest compared OMol25 entry of this formula, charge and spin): 514.10 kJ/mol

Atoms and positions in Å:
1 O -1.13 -1.01 0.48
2 C -2.29 -0.88 0.18
3 N -2.64 -0.26 -0.98
4 C -1.48 0.18 -1.90
5 C -1.93 0.44 -3.41
6 C -1.04 1.36 -4.28
7 O -1.97 -0.90 -4.01
8 H -3.24 -0.98 0.83
9 H -3.61 -0.21 -1.55
10 H -0.56 -0.39 -1.87
11 H -1.15 1.11 -1.44
12 H -3.00 0.71 -3.63
13 H -0.99 0.86 -5.33
14 H 0.03 1.37 -3.82
15 H -1.49 2.28 -4.67
16 H -1.07 -1.26 -4.19
17 H 4.10 -1.29 1.93
18 H 2.83 -1.17 1.01
19 O 3.14 -1.39 1.95
20 H -1.19 2.18 0.02
21 H -0.52 3.38 0.16
22 O -1.18 3.01 -0.50
23 H -0.02 -4.26 0.90
24 H 0.48 -4.83 -0.48
25 O 0.05 -5.09 0.36
26 H 3.19 2.26 -0.23
27 H 3.13 1.87 1.25
28 O 3.12 2.55 0.66
29 H 4.72 0.20 -0.90
30 H 3.63 -0.91 -0.75
31 O 3.95 -0.07 -0.42
32 H 1.33 3.51 1.50
33 H 1.46 4.98 0.96
34 O 1.13 4.44 1.68
35 H 2.55 0.19 3.27
36 H 2.52 1.58 3.81
37 O 2.68 1.07 3.07
38 H -1.01 0.31 2.69
39 H -1.67 -0.71 3.77
40 O -0.87 -0.28 3.47
41 H 0.31 -1.98 3.21
42 H 1.19 -3.00 3.52
43 O 0.74 -2.75 2.74
44 H 3.50 -2.94 -1.96
45 H 1.96 -2.57 -1.40
46 O 2.90 -2.26 -1.72
47 H -4.75 2.61 -1.35
48 H -3.56 3.35 -1.72
49 O -3.81 2.54 -1.22
50 H -2.12 2.87 2.28
51 H -2.99 1.70 1.68
52 O -2.48 1.98 2.48
53 H -0.20 -2.45 -0.87
54 H 0.92 -2.90 0.20
55 O 0.50 -3.13 -0.71

What did the third record say?
A 12-piece molecular cluster, C4H34N3O11 overall in a non-equilibrium geometry. Source: the OMol25 dataset; level of theory: ωB97M-V/def2-TZVPD.

Results
highest occupied orbital energy: -11.50 eV
gap between HOMO and LUMO: 9.08 eV
charge: +1
relative energy (zero: lowest compared OMol25 entry of this formula, charge and spin): 312.87 kJ/mol

Atoms and positions in Å:
1 C 1.03 -2.81 1.38
2 C 1.42 -1.69 2.22
3 C 0.89 -0.20 1.78
4 N -0.94 -0.17 -0.67
5 C 0.37 -0.07 -0.65
6 N 1.21 0.17 0.35
7 N -0.46 -2.83 1.10
8 H 1.28 -3.92 1.67
9 H 1.61 -2.81 0.39
10 H 1.06 -1.61 3.26
11 H 2.60 -1.78 2.11
12 H -0.11 0.11 2.12
13 H 1.39 0.48 2.47
14 H -1.45 -0.37 -1.65
15 H -1.49 -0.11 0.14
16 H 0.78 -0.08 -1.62
17 H 2.25 0.48 0.36
18 H -1.12 -2.72 1.91
19 H -0.71 -2.41 0.28
20 H 0.44 2.96 -2.19
21 H 1.73 3.85 -1.95
22 O 1.41 2.93 -1.91
23 H -3.07 -3.68 -1.65
24 H -2.32 -4.72 -0.92
25 O -2.36 -4.31 -1.74
26 H -1.50 4.37 0.83
27 H -0.87 3.05 0.68
28 O -1.50 3.57 0.30
29 H -1.57 -1.91 -3.74
30 H -1.27 -3.06 -2.77
31 O -0.89 -2.11 -3.07
32 H -2.02 2.99 -1.99
33 H -2.51 1.52 -2.57
34 O -2.47 2.51 -2.77
35 H -4.88 -0.10 -0.77
36 H -3.70 0.59 0.03
37 O -3.91 -0.05 -0.69
38 H 4.80 0.08 0.89
39 H 4.43 -1.13 -0.01
40 O 4.14 -0.52 0.74
41 H 1.55 3.44 1.16
42 H 1.36 2.66 -0.17
43 O 1.02 2.77 0.65
44 H -3.39 2.69 0.76
45 H -4.12 2.01 1.90
46 O -3.70 1.81 1.05
47 H 3.66 4.11 2.40
48 H 3.44 2.77 3.00
49 O 3.46 3.24 2.19
50 H 1.22 -3.08 -2.10
51 H 1.85 -3.89 -1.10
52 O 1.97 -3.03 -1.43